Entry 1:
Density functional theory data (wB97M-V/def2-TZVPD) for a gas-phase ion, C12H18N5O3S (charge -1).

Each line ends with the Mulliken charge.
CARTESIAN COORDINATES (ANGSTROEM)
O  -2.81956  -0.73969  2.01547  -0.6367
H  0.24838  -0.65559  5.24033  0.4233
H  3.13105  -0.81919  1.40892  0.3782
H  3.84710  -1.72488  -3.89279  0.2919
N  -2.73326  -0.38120  -0.25036  -0.1034
O  -0.79466  1.59081  0.39227  -0.7751
C  1.40939  -1.64166  2.37155  0.4456
H  1.36174  -1.86420  -2.52012  -0.0277
H  1.48766  0.96200  0.53597  0.2845
H  0.94719  -1.85440  -0.37082  0.3872
C  -3.37033  -0.50883  0.92299  0.6289
H  2.26536  -1.36720  -4.58409  0.3539
N  2.26187  -1.40293  -2.44409  0.0042
H  -1.03636  -1.57876  0.00452  -0.2950
H  2.72856  -2.49859  1.03034  0.4025
H  -1.92855  -0.45368  -2.63025  0.3616
H  3.13778  -0.09632  -3.85538  0.3477
C  -1.30246  -0.66267  -0.48608  0.7906
S  -0.72308  -2.54241  -2.47731  -0.6363
C  -0.37803  0.45636  0.07760  0.1077
H  -0.33630  -2.63455  1.53718  0.6266
C  2.32003  -1.49816  1.17844  -1.0234
H  -0.25784  -0.20985  -2.34980  0.3899
H  -5.21512  -0.14112  1.90300  0.3108
H  -5.08353  0.50347  0.22536  0.3631
C  -1.08855  -0.83213  -2.05006  -0.9946
C  0.17045  -2.17836  2.37264  -0.5032
N  1.63013  -1.04962  3.63244  -0.7944
N  -0.42774  -1.83661  3.55559  -0.0462
C  0.43484  -1.07089  4.26549  -0.3162
C  1.63312  -1.04599  -0.10102  0.6653
H  -1.41236  -1.97983  3.78015  0.2677
C  -4.87819  -0.34066  0.86108  -1.1899
O  3.67166  -0.27704  -1.13086  -0.7314
H  -3.25261  -0.10864  -1.07536  0.2983
H  -5.35811  -1.19387  0.51447  0.3005
C  2.61794  -0.89143  -1.25630  -0.3821
N  0.94510  0.18571  0.17295  0.0795
C  2.92841  -1.14811  -3.74810  -1.0538

Values from the calculation:
LUMO energy: 0.1124 hartree
SMILES: CNC(=O)[C@@H](Cc1c[nH]cn1)NC(=O)[C@H](C[S-])NC(C)=O
electronic energy: -1365.87947 hartree
charge: -1
energy relative to the best compared isomer or geometry (same formula, charge and spin): 0.633 eV

Entry 2:
Density functional theory data (wB97M-V/def2-TZVPD) for C12H18O8S in the gas phase.

Each line ends with the Mulliken charge.
CARTESIAN COORDINATES (ANGSTROEM)
O  0.68200  2.03396  2.44818  -0.7407
H  -2.68807  -0.86712  0.39556  0.2692
C  -2.01206  1.72442  -0.54565  1.1825
H  -0.66277  -2.41771  2.91585  0.3696
C  2.00594  -0.81073  1.25694  0.5829
O  3.48811  -1.24356  -0.47170  -0.6446
C  -2.80383  3.28058  -3.71341  -0.8335
H  2.49014  -0.64385  2.23318  0.2790
H  1.13416  0.27320  -0.38042  0.5857
C  -2.83760  2.28202  -1.64267  -0.0221
S  0.12569  1.24903  1.35186  1.3043
O  -3.97845  1.92674  -1.74160  -0.5543
C  -0.64393  2.26776  -0.04358  -1.6321
C  -1.73464  0.34056  -1.11217  0.6098
C  0.92953  -1.94437  1.55525  0.6560
H  -3.67168  -0.83627  -1.04694  0.3596
C  1.49345  0.46209  0.56454  -1.1538
H  -3.18588  4.28173  -3.76486  0.2937
O  -1.01623  0.25357  -2.10680  -0.5899
C  0.35791  -2.05814  2.92995  -1.3193
O  0.28109  -2.28731  0.56151  -0.5686
H  -3.57426  2.54752  -3.96626  0.3476
H  4.48042  -3.24864  -0.45225  0.3431
H  -2.11785  3.23150  -4.48996  0.3248
H  0.89327  -2.83564  3.52730  0.3353
C  -2.65531  -0.85287  -0.69940  -1.4535
O  -2.15012  3.06727  -2.51383  -0.2991
H  0.35367  -1.08027  3.41077  0.3563
H  5.58424  -3.28854  0.88886  0.2736
H  -0.80013  3.21539  0.36164  0.6140
O  -0.88638  0.25896  1.87284  -0.6151
H  -2.21906  -1.72752  -1.15905  0.3906
C  3.15022  -1.58521  0.64338  0.1749
O  3.74069  -2.43750  1.34593  -0.2945
H  2.30665  1.18178  0.49849  0.5590
H  0.09053  2.37104  -0.85573  0.5212
H  4.22473  -4.31913  1.01702  0.2687
C  4.54647  -3.35285  0.65731  -0.7301
H  -2.72066  1.58810  0.26988  0.4499

Values from the calculation:
LUMO energy: 0.0169 hartree
SMILES: COC(=O)[C@H](CS(=O)(=O)C[C@@H](C(C)=O)C(=O)OC)C(C)=O
electronic energy: -1468.07974 hartree
energy relative to the best compared isomer or geometry (same formula, charge and spin): 1.506 eV

Entry 3:
Density functional theory data (wB97M-V/def2-TZVPD) for a molecular structure, C12H19AlO7.

Each line ends with the Mulliken charge.
CARTESIAN COORDINATES (ANGSTROEM)
H  -2.42136  0.91425  1.20033  0.3471
H  0.00306  -3.34686  3.45202  0.3293
O  -0.64911  -3.74286  1.69515  -0.2925
H  1.21527  -1.76944  2.17247  0.3533
C  -2.83048  0.92504  0.19008  -0.1917
C  -5.15364  1.16151  -0.79759  -0.2701
H  -1.72949  -1.14998  2.11823  0.0041
C  -3.56906  -0.37827  -0.33121  0.5514
O  3.55504  -0.64499  -2.69535  -0.1468
Al  1.07967  -2.57100  -3.23251  1.0817
H  -3.86910  2.74893  -0.53906  0.3208
C  -0.86370  -3.06180  2.85573  -0.6163
C  -0.82388  -1.59252  2.53311  -0.3189
H  2.37108  1.08281  -0.71235  -0.0678
H  -6.13511  1.18443  -0.32400  0.3260
H  0.44906  -0.73686  0.96585  -0.2523
H  -5.42323  1.62021  -1.74891  0.3893
H  4.00045  3.19565  -0.36236  0.4102
O  -4.76397  -0.15652  -0.89793  -0.0828
O  0.11282  -3.24679  -0.27646  -0.5771
H  -1.66374  -3.38211  3.52314  0.4094
C  -4.10666  1.88070  0.07562  -0.6115
H  -0.60836  -1.04007  3.44768  0.3708
C  3.09494  1.44204  -1.44385  0.0716
H  4.46449  1.55144  0.25170  0.2982
H  5.46473  2.75661  -2.17371  0.2886
H  0.26628  0.12789  -0.88350  0.3003
H  6.26231  2.02852  -0.75559  0.3661
O  -3.16667  -1.57141  -0.28817  -0.2952
C  -0.03334  -2.96314  0.87665  0.5684
H  -2.03444  1.17162  -0.51250  0.1960
C  3.91610  0.38363  -2.07573  0.6967
H  2.70861  2.09058  -2.23014  0.4614
O  0.41986  -0.15959  -1.80452  -0.3221
O  5.19585  0.69895  -1.94840  -0.2287
H  -4.51813  2.04030  1.07227  0.3538
C  4.09275  2.13396  -0.59126  -0.7544
C  5.39235  1.98166  -1.41061  -0.4335
C  0.29869  -1.60653  1.60551  -0.0325

Values from the calculation:
multiplicity: 2
LUMO energy (alpha / beta): -0.5410 / -0.5376 hartree
electronic energy: -1236.37238 hartree
charge: +3

Entry 4:
Density functional theory data (wB97M-V/def2-TZVPD) for a molecular structure, C12H19BEuN11O4S5.

Each line ends with the Mulliken charge.
CARTESIAN COORDINATES (ANGSTROEM)
H  -2.87681  1.54701  0.89890  0.3501
C  0.65549  2.30488  3.38217  0.1674
N  2.12163  -1.12390  -0.24627  0.0478
H  4.09777  -2.72829  -0.23098  0.2019
B  -2.02210  0.48487  -2.74941  0.2358
C  -0.49195  -2.52712  -1.40164  -0.1535
H  4.80406  -2.15058  -1.74592  0.1435
C  2.21963  3.25048  5.28407  0.1114
N  2.04604  0.52101  -2.26960  -0.1737
H  -1.50005  -2.45475  4.15028  0.2947
C  -2.58427  -1.22122  2.07128  0.7591
H  -3.01071  -3.38880  4.38889  0.2478
H  -0.45692  -3.95343  -3.10544  0.4295
C  -1.15887  -1.87160  -3.37858  -0.3005
C  -2.36058  -2.91021  3.66445  -0.6386
S  2.78462  3.90141  6.66567  -0.2044
H  -1.63244  2.99481  -3.92580  0.4547
H  -2.23978  0.59048  -3.92928  -0.1613
H  -0.09779  4.80358  -2.51232  0.4077
S  3.21843  2.76378  3.95975  -0.0498
H  -2.02087  -3.61520  2.90991  0.2769
O  -3.17614  -1.88542  3.05324  -0.4746
H  -3.06259  0.48067  -2.12840  -0.2487
H  1.43872  0.48560  -3.07511  0.2439
N  -1.26425  -0.84854  -2.51801  -0.1766
C  0.07228  3.04844  -1.15847  -0.3441
H  -1.46922  -1.73272  -4.40038  0.4571
C  3.06784  -1.26221  -1.12789  0.5061
H  2.47166  1.43170  -2.16363  0.2342
N  -1.16108  1.72589  -2.33385  -0.1705
N  2.96923  -0.51471  -2.28431  -0.4250
H  -3.17418  0.46440  -0.32724  0.2386
H  -0.10690  -3.04750  -0.53661  0.5675
O  -1.45655  -1.45727  1.66506  -0.4997
H  0.70710  3.33570  -0.33406  0.3817
O  2.85338  -2.92444  1.08462  -0.8875
N  -2.77375  0.58465  0.59795  -0.2320
C  1.98239  2.20879  2.86654  0.1902
H  -4.24983  -0.03296  1.96621  0.2340
H  3.81199  -0.40852  -2.82544  0.1951
C  -1.10944  2.89253  -2.99027  -0.2821
S  -0.74840  1.90309  2.54348  -0.4029
N  -0.85911  -1.25163  -1.29105  0.4524
O  1.22084  -1.45315  1.73553  -0.6518
Eu  0.08689  0.07653  0.52769  0.8701
N  4.11276  -2.10622  -1.02425  -0.3562
N  -0.43675  1.81579  -1.19483  0.5902
C  -0.66446  -2.97550  -2.71065  -1.2715
S  0.53813  2.95736  4.97821  -0.0567
S  2.41642  1.64890  1.35648  -0.2839
C  -0.33862  3.78492  -2.26822  -1.0859
N  -3.37472  -0.26927  1.53071  -0.3023
N  2.18182  -1.89211  0.90686  0.5440

Values from the calculation:
multiplicity: 7
LUMO energy (alpha / beta): -0.0024 / -0.0725 hartree
electronic energy: -4098.02277 hartree
energy relative to the best compared isomer or geometry (same formula, charge and spin): 1.499 eV